[1]
This record from the OMol25 dataset describes C25H21N5O4STc as an isolated structure at a distorted geometry. The level of theory is wB97M-V/def2-TZVPD.

```
! RIJCOSX wB97M-V def2-TZVPD def2/J DEFGRID3
* xyz 2 4
Tc 0.11830 -0.52130 -0.23560
C -2.41900 3.27880 -1.55980
C -1.66420 2.17770 -0.89720
N -0.74840 1.44540 -1.42780
N -0.20730 1.70250 -2.64360
C 1.05400 1.27160 -2.90610
N 1.65860 1.67660 -4.01860
S 1.84100 0.20660 -1.84600
C -1.86920 1.96840 0.53870
C -2.91700 2.56010 1.24370
C -2.92550 2.48130 2.62760
C -1.87150 1.84790 3.26760
C -0.88060 1.26280 2.48930
N -0.89000 1.29430 1.16700
H -2.16740 3.42560 -2.60610
H -2.25450 4.22240 -1.03810
H -3.48380 3.05140 -1.51000
H -0.62650 2.42720 -3.22660
H 1.27750 2.36530 -4.65080
H 2.60290 1.36110 -4.18990
H -3.71300 3.07300 0.72920
H -3.72040 2.94160 3.19320
H -1.81100 1.81540 4.34380
H -0.03280 0.77440 2.95250
O -4.30340 -1.69850 0.83410
C -3.05930 -1.34840 0.61430
O -2.69350 -0.65820 -0.31860
C -2.11930 -1.84860 1.65550
C -2.55030 -2.54450 2.78210
C -1.61970 -2.91750 3.74350
C -0.28520 -2.60750 3.53650
C 0.06280 -1.94250 2.36950
N -0.82620 -1.55960 1.45170
C 1.51760 -1.65010 2.01310
O 2.41600 -1.86590 2.77770
O 1.60540 -1.17430 0.81350
H -4.91790 -1.38990 0.14750
H -3.59690 -2.77690 2.90270
H -1.92850 -3.43940 4.63530
H 0.49200 -2.86870 4.23770
C -1.82570 -5.96340 -0.40190
C -0.83710 -5.31810 0.34540
C -0.36870 -4.07520 -0.02140
C -0.87630 -3.39890 -1.14880
C -0.50330 -2.07590 -1.52150
C -0.87670 -1.63150 -2.78020
C -1.71040 -2.36420 -3.62290
C -2.22010 -3.56730 -3.19960
C -1.81070 -4.11030 -1.96790
C -2.29110 -5.37140 -1.54940
H -2.19150 -6.93340 -0.09710
H -0.43130 -5.81170 1.21390
H 0.44530 -3.63730 0.53640
H -0.50930 -0.68840 -3.15580
H -1.95930 -1.97460 -4.59740
H -2.89550 -4.12900 -3.82740
H -3.03160 -5.87080 -2.15700
*
```

As for the expectation value of S²: 3.8131. As for the highest occupied orbital energy (spin up / spin down): -0.484 / -0.490 Eh. The total energy is -2018.52103 a.u. The value obtained for the HOMO-LUMO gap (spin up / spin down) is 6.4 / 5.7 eV. The calculation puts the energy above the lowest of the compared OMol25 structures with the same formula, charge and spin at 17.9 kcal/mol.

Löwdin population analysis, charges in e, atoms 1 to 4:
1 Tc 1.51
2 C 0.02
3 C -0.23
4 N 0.00


[2]
This record from the OMol25 dataset describes a 2-piece molecular cluster, C27H34O8S2 overall at a distorted geometry. The level of theory is wB97M-V/def2-TZVPD.

```
! RIJCOSX wB97M-V def2-TZVPD def2/J DEFGRID3
* xyz 0 1
C 2.17639 -3.82038 2.78517
O 2.18189 -2.35194 2.97231
C 3.31628 -1.71863 2.27907
C 2.84709 -0.86383 0.92531
C 2.08597 -1.96915 -0.06791
C 1.49919 -1.27638 -1.44380
C 0.81568 -2.33670 -2.49765
C 0.06329 -3.61515 -1.79461
C -1.21067 -3.09749 -0.90229
C -2.52323 -4.13212 -0.96987
C -2.29264 -5.51036 -0.08428
O -3.26469 -5.65334 1.01834
S -2.90594 -4.60641 2.31478
O -1.38082 -4.74011 2.69958
O -3.04750 -3.00942 1.73666
C -4.18781 -2.83779 0.82495
C -4.65898 -1.24055 0.66633
S -3.24913 -0.11238 0.12065
O -3.12550 0.00469 -1.44771
O -3.64764 1.33968 0.59086
C -3.95631 -3.38588 -0.70057
H 3.22702 -4.32698 2.97374
H 1.41598 -4.37499 3.50606
H 1.86011 -4.14425 1.68282
H 4.00565 -2.60162 1.87701
H 3.88395 -1.03728 3.05957
H 2.09792 -0.02648 1.30665
H 3.76788 -0.37291 0.36083
H 1.16574 -2.37536 0.54851
H 2.78014 -2.90428 -0.26964
H 2.44030 -0.78908 -1.99146
H 0.76364 -0.36403 -1.22993
H 1.61734 -2.67809 -3.27883
H -0.01381 -1.74817 -3.10076
H -0.33541 -4.31317 -2.67364
H 0.83302 -4.27380 -1.17859
H -1.48545 -2.01963 -1.29184
H -0.91212 -2.98815 0.23484
H -2.54810 -4.49338 -2.10783
H -1.15966 -5.65384 0.26360
H -2.49511 -6.43439 -0.81256
H -5.12174 -3.37845 1.32273
H -5.12206 -0.86007 1.67346
H -5.44276 -1.22769 -0.23416
H -2.00736 -0.41399 0.70615
H -4.80105 -4.20508 -0.89296
H -4.12273 -2.55887 -1.52326
C -0.67739 2.19843 -1.43291
C -1.67699 2.92297 -0.78417
C -1.38788 4.17222 -0.23276
C -0.09139 4.69378 -0.31964
C 0.91372 3.95846 -0.94669
C 0.61740 2.71269 -1.51499
C 2.29601 4.47658 -1.00067
O 3.17875 3.83287 -1.55442
C 2.60063 5.77662 -0.37045
C 3.91823 6.25277 -0.36360
C 4.21277 7.48754 0.21854
C 3.19394 8.25261 0.78558
C 1.88140 7.77818 0.78514
C 1.58615 6.53301 0.21445
C 0.20094 6.02386 0.25079
O -0.69429 6.69354 0.75307
H -0.90482 1.22894 -1.87072
H -2.68311 2.51644 -0.70911
H -2.17453 4.73450 0.26766
H 1.39384 2.13903 -2.01807
H 4.71902 5.66309 -0.80702
H 5.23740 7.85298 0.22740
H 3.42191 9.21778 1.23269
H 1.09202 8.37880 1.23404
*
```

As for the highest occupied orbital energy: -0.343 Eh. The total energy is -2447.19240 a.u. The value obtained for the HOMO-LUMO gap is 8.6 eV. The calculation puts the energy above the lowest of the compared OMol25 structures with the same formula, charge and spin at 153.2 kcal/mol.

Löwdin population analysis, charges in e, atoms 1 to 4:
1 C -0.13
2 O -0.26
3 C -0.22
4 C -0.16


[3]
This record from the OMol25 dataset describes a 2-piece molecular cluster, C9H17BBrClNO9 overall at a distorted geometry. The level of theory is wB97M-V/def2-TZVPD.

```
! RIJCOSX wB97M-V def2-TZVPD def2/J DEFGRID3
* xyz -1 1
C 2.04071 1.51790 3.08369
O 2.22519 0.41439 2.12146
C 0.90236 0.06734 1.57703
C 0.92790 -0.75023 0.15606
C -0.51731 -1.38768 -0.39132
C -1.51523 -1.86503 0.82147
C -2.45110 -0.63286 1.43518
Br -3.91801 -1.32927 2.66260
C 2.04370 -1.97293 -0.04592
N 3.41920 -1.41415 -0.37626
C 3.17661 -0.02475 -0.92398
O 4.25123 0.71770 -1.20031
C 1.56612 0.27177 -1.00216
O 1.20876 0.03547 -2.40996
B 1.47279 1.26463 -3.22705
O 0.34663 2.18131 -3.62579
O 2.81925 1.65943 -3.71050
H 2.64847 1.22042 4.05938
H 2.44598 2.55923 2.71173
H 0.90797 1.59534 3.43926
H 0.32723 -0.51989 2.42907
H 0.28792 1.07252 1.39703
H -1.09197 -0.61747 -1.07680
H -0.32749 -2.34976 -1.06610
H -2.28465 -2.71157 0.49578
H -0.88676 -2.31314 1.72816
H -2.89204 0.02164 0.53955
H -1.83760 0.12432 2.09868
H 1.92939 -2.54831 0.96867
H 1.83433 -2.63832 -1.01294
H 3.99825 -1.49009 0.49496
H 1.14690 1.33267 -0.72286
H 0.14565 2.79674 -2.86076
H 3.04779 1.20085 -4.57191
O -5.18553 1.82266 0.28223
Cl -5.47959 0.90242 -0.79893
O -4.33781 0.03664 -1.02096
O -5.76059 1.65138 -2.00839
O -6.63466 0.09869 -0.44907
*
```

As for the highest occupied orbital energy: -0.220 Eh. The total energy is -4143.82851 a.u. The value obtained for the HOMO-LUMO gap is 8.1 eV.

Löwdin population analysis, charges in e, atoms 1 to 4:
1 C -0.12
2 O -0.24
3 C -0.17
4 C -0.25